1.
5 unconnected molecules or ions with the total composition C30H59BCl8N6O5PS2 in a non-equilibrium geometry, computed with ωB97M-V with the def2-TZVPD basis set.

Last column: Mulliken charge in e.
CARTESIAN COORDINATES (ANGSTROEM)
C (-0.704, 2.396, 5.382)  -0.9933
C (0.680, 1.625, 5.427)  0.2746
C (0.525, 0.059, 5.493)  -0.8690
C (-0.262, -0.556, 4.238)  0.2312
N (0.545, -1.497, 3.445)  -0.2765
B (0.773, -1.015, 2.003)  -0.4465
C (1.814, 0.269, 2.197)  -0.5017
C (1.256, 1.666, 1.743)  0.6840
C (2.456, 2.709, 1.714)  0.2052
S (1.877, 4.399, 1.245)  -0.1477
C (2.382, 4.719, -0.488)  -0.0625
S (3.931, 4.579, -1.020)  -0.1590
N (1.283, 5.133, -1.350)  0.3189
C (0.691, 6.404, -1.285)  -0.0804
C (-0.374, 6.365, -2.271)  -0.5573
N (-0.385, 5.107, -2.902)  -0.5681
C (0.599, 4.409, -2.311)  -0.1779
O (-0.511, -0.817, 1.315)  -0.7332
C (-0.624, -1.245, -0.044)  -0.4610
C (-1.883, -2.174, -0.352)  0.5288
C (-2.063, -2.389, -1.911)  -0.6882
C (-3.355, -1.706, -2.527)  -0.5983
C (-2.907, -0.704, -3.665)  -0.8473
O (-2.577, -1.388, -4.904)  -0.3846
C (-2.261, -0.364, -5.801)  0.1632
O (-1.148, -0.124, -6.151)  -0.4840
N (-0.694, 0.083, -0.738)  0.2561
C (-1.953, 0.795, -0.464)  0.7087
C (-1.797, 2.345, -0.219)  0.7149
C (-2.308, 3.220, -1.442)  -1.4520
C (0.808, -2.008, -0.206)  1.5940
C (0.833, -3.571, -0.420)  -0.9503
N (0.669, -4.026, -1.825)  -0.5865
P (2.082, -1.264, -1.400)  -0.2200
N (3.606, -2.088, -1.045)  -0.5821
O (2.358, 0.382, -1.079)  -0.0990
O (1.493, -1.898, 1.069)  -0.1479
H (-0.675, 3.242, 4.638)  0.2285
H (-0.994, 2.857, 6.363)  0.3437
H (-1.525, 1.691, 5.078)  0.1803
H (1.182, 1.929, 6.393)  0.4794
H (1.307, 1.993, 4.580)  -0.3589
H (1.515, -0.455, 5.654)  0.1691
H (-0.073, -0.155, 6.426)  0.3987
H (-0.602, 0.334, 3.638)  -0.3739
H (-1.164, -1.097, 4.641)  0.2147
H (0.176, -2.448, 3.485)  0.2073
H (2.740, 0.047, 1.586)  -0.0049
H (2.193, 0.381, 3.260)  0.4539
H (0.897, 1.589, 0.688)  -0.2500
H (0.416, 2.023, 2.397)  0.1757
H (2.851, 2.751, 2.767)  0.3522
H (3.279, 2.377, 1.042)  -0.5165
H (0.961, 7.246, -0.613)  0.3747
H (-1.065, 7.208, -2.468)  0.3226
H (0.874, 3.356, -2.526)  0.4868
H (-2.835, -1.735, 0.064)  -1.5247
H (-1.771, -3.158, 0.185)  0.6158
H (-1.179, -1.913, -2.424)  0.1702
H (-2.066, -3.495, -2.091)  0.3491
H (-3.933, -1.153, -1.750)  0.2794
H (-3.954, -2.494, -3.054)  0.4363
H (-2.003, -0.104, -3.356)  0.4968
H (-3.725, 0.044, -3.880)  0.4419
H (-3.057, 0.324, -6.222)  0.4286
H (-0.505, -0.019, -1.737)  0.4322
H (-2.608, 0.685, -1.382)  -0.2373
H (-2.540, 0.380, 0.389)  -0.3337
H (-0.771, 2.677, 0.065)  -0.4927
H (-2.472, 2.620, 0.641)  -0.1919
H (-1.791, 2.881, -2.383)  0.2650
H (-2.008, 4.281, -1.222)  0.3543
H (-3.422, 3.192, -1.553)  0.4027
H (0.110, -4.140, 0.218)  0.4397
H (1.859, -3.913, -0.098)  0.2822
H (0.053, -4.829, -1.910)  0.3074
H (0.426, -3.277, -2.465)  0.2849
H (3.534, -2.597, -0.158)  0.1518
H (4.298, -1.338, -1.000)  0.1724
H (3.304, 0.593, -0.993)  0.0653
Cl (6.905, -0.670, -2.060)  -0.1683
C (7.709, 0.154, -0.703)  -0.4106
C (6.751, 0.487, 0.419)  -0.5308
Cl (5.584, 1.754, -0.044)  -0.1276
H (8.194, 1.049, -1.093)  0.3049
H (8.484, -0.521, -0.338)  0.3191
H (7.307, 0.868, 1.277)  0.4321
H (6.186, -0.390, 0.741)  0.1335
Cl (-6.089, -2.185, -7.167)  -0.1951
C (-4.428, -2.593, -7.667)  -0.2324
C (-4.397, -3.698, -8.697)  -0.4486
Cl (-4.895, -5.267, -8.017)  -0.1940
H (-3.863, -2.860, -6.774)  0.1745
H (-3.992, -1.684, -8.086)  0.2739
H (-3.381, -3.824, -9.072)  0.3052
H (-5.047, -3.475, -9.543)  0.3347
Cl (-4.646, -1.163, 1.343)  -0.0485
C (-5.314, -0.547, 2.876)  -0.5307
C (-5.770, 0.890, 2.768)  -0.5166
Cl (-4.406, 2.014, 2.570)  -0.1390
H (-4.554, -0.669, 3.647)  0.2568
H (-6.162, -1.185, 3.129)  0.3603
H (-6.290, 1.181, 3.682)  0.3441
H (-6.450, 1.032, 1.929)  0.3124
Cl (3.053, -4.878, 4.879)  -0.2095
C (4.290, -3.595, 4.864)  -0.5481
C (3.937, -2.469, 3.919)  0.1185
Cl (4.012, -2.971, 2.214)  -0.2498
H (5.246, -4.051, 4.604)  0.3373
H (4.361, -3.212, 5.883)  0.3579
H (4.648, -1.650, 4.039)  0.3564
H (2.932, -2.081, 4.110)  -0.2558

## Properties
Net charge: -1
Kohn-Sham gap in eV: 5.52
E_tot in eV: -183061.321



2.
A single C3H7ClNOP molecule in a non-equilibrium geometry, computed with ωB97M-V with the def2-TZVPD basis set.

Last column: Mulliken charge in e.
CARTESIAN COORDINATES (ANGSTROEM)
C (-2.271, -0.048, -0.793)  -0.6779
C (-1.356, 0.485, -0.036)  -0.1440
C (0.144, 0.719, -0.591)  -0.7022
N (1.196, -0.738, 1.491)  -0.4736
O (1.769, -1.543, -0.817)  -0.6195
P (1.443, -0.337, -0.075)  0.8583
Cl (3.018, 1.009, -0.044)  -0.3014
H (-3.278, -0.079, -0.448)  0.2703
H (-2.059, -0.521, -1.709)  0.2833
H (-1.484, 0.841, 1.040)  0.2521
H (0.265, 1.684, -0.245)  0.3653
H (0.086, 0.738, -1.669)  0.4344
H (1.020, -1.695, 1.471)  0.2294
H (1.506, -0.516, 2.426)  0.2255

## Properties
Structure (SMILES): C=CC[P@@](N)(=O)Cl
Kohn-Sham gap in eV: 11.14
E_tot in eV: -28574.331
Relative energy (zero: lowest compared OMol25 entry of this formula, charge and spin) in kcal/mol: 0.0



3.
2 unconnected molecules or ions with the total composition C11H7Cl4N2O2 in a non-equilibrium geometry, computed with ωB97M-V with the def2-TZVPD basis set.

Last column: Mulliken charge in e.
CARTESIAN COORDINATES (ANGSTROEM)
Cl (2.762, -2.795, -0.588)  -0.1284
C (2.431, -1.138, -0.344)  0.7065
C (2.527, -0.259, -1.409)  0.1436
Cl (2.400, -0.792, -3.013)  -0.1892
C (2.802, 1.166, -1.232)  0.1790
O (2.991, 1.938, -2.164)  -0.6101
C (2.844, 1.690, 0.228)  0.3822
O (3.038, 2.878, 0.457)  -0.5968
C (2.592, 0.696, 1.274)  0.1881
Cl (2.605, 1.297, 2.864)  -0.1780
C (2.347, -0.639, 1.001)  0.1286
Cl (1.962, -1.722, 2.261)  -0.1427
C (-1.420, 0.090, -0.305)  -0.8535
C (-1.178, -1.343, -0.507)  0.2463
N (-2.211, -2.218, -0.712)  -0.8524
C (-1.644, -3.446, -0.849)  0.5869
C (-2.407, -4.688, -1.121)  -1.0788
C (-0.228, -3.278, -0.714)  -0.6283
N (0.038, -1.962, -0.519)  0.1037
H (-0.496, 0.590, 0.003)  0.1191
H (-1.790, 0.540, -1.232)  0.2076
H (-2.188, 0.221, 0.465)  0.2804
H (-1.750, -5.560, -1.015)  0.2753
H (-3.248, -4.798, -0.424)  0.2678
H (-2.817, -4.692, -2.141)  0.2167
H (0.495, -4.078, -0.757)  0.2263

## Properties
Net charge: -1
Kohn-Sham gap in eV: 4.05
E_tot in eV: -68685.409